# 1
{"formula": "C14H26BF10N2O20S5Zr2", "method": "ωB97M-V with the def2-TZVPD basis set", "elements": ["Zr", "Zr", "N", "S", "O", "O", "F", "S", "O", "O", "F", "N", "S", "O", "O", "F", "S", "O", "O", "F", "B", "H", "H", "H", "H", "O", "C", "C", "O", "H", "H", "H", "H", "O", "C", "C", "O", "H", "H", "H", "H", "C", "C", "O", "C", "O", "C", "F", "F", "F", "H", "H", "H", "H", "H", "C", "C", "O", "C", "O", "C", "F", "F", "F", "H", "H", "H", "H", "H", "C", "C", "O", "S", "O", "O", "O", "H", "H", "H", "H"], "coordinates": [[-3.08352, -0.00357, -1.80455], [-0.78218, 0.31181, 3.11363], [1.01787, -0.51204, 3.65885], [2.18343, -1.36427, 2.98348], [2.48115, -2.68355, 3.47461], [3.17370, -0.60564, 2.28419], [1.29751, -1.82360, 1.73589], [2.04090, -0.55726, 5.10344], [3.39374, -0.10114, 5.07544], [1.67241, -1.57777, 6.03311], [1.28926, 0.76352, 5.66505], [-3.39506, 1.62403, -0.58215], [-3.04058, 3.21829, -0.64555], [-1.92561, 3.66943, 0.18524], [-4.17291, 4.02523, -1.04724], [-2.31062, 3.04800, -2.06916], [-3.66888, 1.78141, 1.19858], [-4.57885, 2.82809, 1.61594], [-2.52410, 1.45752, 2.00984], [-4.56398, 0.47522, 1.17073], [-3.62782, 0.93504, -3.73021], [-4.04414, -0.07321, -3.53486], [-3.97790, 1.32010, -4.72169], [-3.96535, 1.57096, -2.88723], [-2.53372, 0.91125, -3.56214], [-3.17288, -1.82324, -0.66156], [-2.43921, -2.75125, 0.11644], [-2.34614, -2.51219, 1.61043], [-1.93519, -1.26502, 2.07057], [-1.43131, -2.55941, -0.27693], [-2.51539, -3.80708, -0.15011], [-1.69241, -3.27108, 2.05366], [-3.26450, -2.69944, 2.17739], [0.14835, 1.18106, 1.36730], [0.71636, 1.23350, 0.06985], [0.33539, 0.20876, -1.00192], [-0.96009, 0.30026, -1.57287], [1.79165, 1.19442, 0.27004], [0.64334, 2.18885, -0.46072], [0.41796, -0.77461, -0.52634], [1.03445, 0.22834, -1.84027], [0.17283, -3.84398, -2.09900], [-0.97401, -4.12046, -3.13074], [-0.83872, -3.19941, -4.18051], [-1.36608, -1.97225, -4.11597], [-2.14052, -1.57287, -3.27754], [-0.72114, -1.18047, -5.26351], [-0.84204, -1.78664, -6.42180], [-1.25166, 0.03675, -5.39953], [0.56619, -1.02594, -4.91233], [1.16190, -4.17918, -2.41462], [0.00737, -4.26179, -1.10472], [0.36271, -2.79094, -1.87210], [-1.94377, -4.04317, -2.63950], [-0.81884, -5.13665, -3.48481], [2.80746, 4.78685, 2.00980], [1.58226, 3.92508, 2.21925], [0.90500, 4.44822, 3.42224], [-0.13498, 3.81694, 3.94057], [-0.46766, 2.69237, 3.60381], [-0.97461, 4.68299, 4.86505], [-2.17261, 4.85947, 4.31154], [-1.18854, 3.96400, 5.98132], [-0.37340, 5.82311, 5.12296], [3.33497, 4.50865, 1.10167], [3.31682, 4.79534, 2.97427], [2.49132, 5.82875, 1.93135], [1.77880, 2.85832, 2.31697], [0.88179, 4.04152, 1.39098], [3.33196, -2.10347, -0.89001], [3.39768, -1.78967, -2.40413], [4.41669, -2.59945, -2.98391], [5.49541, -3.08249, -1.86054], [6.42643, -2.04178, -1.58918], [5.91730, -4.42318, -2.00115], [4.30538, -3.07934, -0.67919], [2.39181, -2.54017, -0.55481], [3.58032, -1.21413, -0.30785], [3.41074, -0.72524, -2.64421], [2.48031, -2.06548, -2.92827]], "forces_ev_per_a": [[5.8042, -4.5383, 1.3208], [-1.1783, 0.9516, -8.6955], [3.1907, -0.9743, 3.3357], [1.5609, -4.3533, -9.1104], [-0.1588, 2.0511, 1.5737], [-0.4614, 0.3413, 1.6295], [-0.8962, 0.3199, -0.1832], [-1.2537, 2.5450, 6.8221], [-1.0486, -0.6281, -1.5500], [-0.2074, 0.5595, -1.6321], [-0.2408, -0.3937, -0.3928], [-0.7387, 3.4238, 6.5937], [1.8509, 3.8526, -6.0022], [-2.6385, -1.2150, -0.2714], [1.5388, -1.2307, 1.9241], [0.0972, 0.1324, 0.6498], [-3.1359, -2.4020, 0.1700], [2.2393, -1.4994, -1.0730], [-0.5190, 0.2659, 0.0203], [0.6939, 0.4523, 0.5306], [-0.9721, 1.2989, -2.2671], [-1.4864, -3.2668, 0.2915], [-0.4221, 0.6186, -1.6515], [-1.4566, 1.8345, 2.5224], [3.1611, -0.2709, 0.2160], [-1.3140, 2.3634, -0.7872], [2.2002, 1.7886, -1.1909], [-0.8743, -1.2600, 1.4276], [2.9556, 4.1188, 2.2715], [0.4643, -0.1207, 0.4764], [-1.1560, -0.0637, 0.2990], [0.3422, -0.1621, -0.4880], [-0.5081, -0.0708, -0.6123], [-2.1386, -1.8914, 2.8183], [0.9184, 0.1560, -0.5915], [-1.1383, -1.2141, 0.5995], [-2.7540, 0.1073, 0.1508], [0.2158, -0.5706, -0.3489], [-0.8494, 0.5429, 0.7659], [0.1087, -0.2089, -0.0316], [0.3815, 0.3699, 0.1932], [0.1836, 0.2933, 0.1868], [1.1343, -0.2619, 2.6941], [-0.5364, 1.5827, -1.1026], [0.3749, -1.8762, 0.3258], [0.3349, -0.3801, -0.4166], [-0.1781, 1.2924, 0.1410], [0.2986, -0.4688, -0.1290], [-0.0123, -0.2131, 0.2932], [0.0056, -0.1501, -0.3365], [-0.2297, -0.4102, -0.3741], [-0.3150, -0.4293, -0.2374], [-0.6099, 0.2900, -0.3631], [-0.0644, 0.1128, -0.1957], [-0.2550, 0.2393, -0.5578], [-1.0603, 0.5534, 1.0678], [-0.1708, -0.0186, -0.6262], [-1.3509, -0.5161, 0.7283], [2.1123, 0.5064, -2.3794], [-0.5401, -1.5033, 0.7618], [-0.4064, -0.6561, 0.7047], [0.2019, 0.4329, -0.2556], [0.3128, 0.3927, 0.1901], [-0.4134, -0.0634, 0.1987], [0.3771, -0.1695, 0.3781], [0.9196, -0.4076, -0.4780], [-0.1305, -0.0255, -0.4070], [0.0948, 0.0790, 0.3351], [-0.2235, -0.0309, 0.1496], [0.3689, 0.6013, -0.3889], [-1.6274, -0.0701, -0.4623], [1.1221, -0.1717, 0.2002], [-2.0911, 0.8827, 1.7137], [-0.3052, -0.1218, -0.3093], [-0.3161, 0.2301, -0.5913], [1.9610, -1.0527, -0.4651], [-0.0900, 0.2052, -0.1562], [-0.1913, 0.0150, 0.0781], [1.1703, 0.0642, 0.2061], [-0.0314, -0.5365, 0.1554]], "lowdin_charge": [1.866, 2.071, -0.451, 0.449, -0.172, -0.207, -0.196, 0.596, -0.163, -0.190, -0.201, -0.416, 0.552, -0.236, -0.202, -0.186, 0.668, -0.179, -0.397, -0.146, -0.380, -0.016, 0.050, -0.028, -0.025, -0.388, -0.273, -0.286, -0.383, 0.087, 0.124, 0.123, 0.126, -0.359, -0.245, -0.258, -0.372, 0.118, 0.124, 0.090, 0.118, -0.043, -0.146, 0.057, -0.290, 0.013, -0.542, 0.222, 0.178, 0.178, 0.084, 0.082, 0.049, 0.119, 0.136, -0.035, -0.159, 0.079, -0.314, -0.004, -0.554, 0.200, 0.172, 0.224, 0.095, 0.092, 0.089, 0.112, 0.128, -0.204, -0.174, -0.184, 0.683, -0.210, -0.193, -0.196, 0.105, 0.116, 0.126, 0.101], "spin_multiplicity": 1, "orbital_gap_ev": 6.8920, "charge": 1}


# 2
{"formula": "C2H3BrS2", "method": "ωB97M-V with the def2-TZVPD basis set", "elements": ["C", "C", "S", "S", "Br", "H", "H", "H"], "coordinates": [[0.98553, 2.83007, -4.15306], [0.09878, -1.10636, -2.51810], [0.55218, 2.35383, -2.68799], [-0.23918, 0.19745, -1.34371], [1.07842, 1.67483, -5.68595], [-0.37509, -2.02915, -2.16147], [1.16641, -1.24389, -2.53460], [-0.29389, -0.74728, -3.57750]], "forces_ev_per_a": [[-0.3135, -0.6581, 0.6247], [-1.3246, 0.6092, -1.2014], [0.7749, 1.5852, -1.7846], [-0.5454, -1.1970, 0.9408], [0.0180, 0.2944, 0.2497], [0.0102, 0.2500, -0.5251], [0.4894, -0.0041, -0.3718], [0.8909, -0.8796, 2.0679]], "mulliken_spin": [0.447, -0.048, 0.322, 1.065, 0.139, -0.006, 0.035, 0.045], "spin_multiplicity": 3, "orbital_gap_ev": [7.2193, 6.1781], "relative_energy_kj_mol": 129.2, "charge": 0}


# 3
{"formula": "CH4IN2", "method": "ωB97M-V with the def2-TZVPD basis set", "elements": ["C", "N", "N", "I", "H", "H", "H", "H"], "coordinates": [[-0.83069, 0.78132, -0.54852], [-1.10388, 0.40518, 0.63772], [-0.46441, 1.04174, -1.61914], [1.73418, -1.60234, 0.63448], [2.86238, -2.57911, 1.17383], [-0.63612, 0.93716, 1.31984], [-1.47790, -0.50718, 0.75861], [-0.08357, 1.52323, -2.35683]], "forces_ev_per_a": [[-1.5944, -0.8317, 5.2100], [0.5610, 0.1586, -1.0945], [0.6481, -0.8046, -6.1475], [-0.4772, 0.5316, -0.4916], [0.3056, -0.3280, 0.3124], [0.0744, 0.4020, 2.3945], [-0.8040, -1.0945, 1.1289], [1.2864, 1.9666, -1.3123]], "mulliken_spin": [0.505, 0.341, 0.723, 0.372, -0.008, 0.026, 0.031, 0.010], "spin_multiplicity": 3, "orbital_gap_ev": [6.5791, 4.2370], "relative_energy_kj_mol": 448.3, "charge": 1}